(1)
Molecular formula: C28H63F3N9O12S
Method: DFT, ωB97M-V/def2-TZVPD

* net charge: -1
* molar mass: 806.92 g/mol
* DFT total energy: -3198.13416 Ha

```
116
C28H63F3N9O12S (ωB97M-V/def2-TZVPD)
C 0.13857 1.59333 -0.55806
F -1.08354 2.24392 -0.72775
F 1.09743 2.36838 -1.02868
F 0.31696 1.20029 0.67179
S 0.11440 0.00997 -1.75505
O 0.24784 0.44874 -3.14069
O 1.16312 -0.96546 -1.34918
O -1.22945 -0.54909 -1.48154
C -1.31902 -3.37923 3.25144
O -2.14769 -2.56906 3.71777
N -0.65638 -4.32571 3.91773
C 0.22503 -5.25029 3.19404
C -0.90538 -4.56542 5.39081
H -1.06493 -3.45200 2.18263
H 1.24181 -5.16348 3.57709
H 0.26215 -5.22428 2.10499
H -0.09790 -6.26273 3.43645
H -1.60777 -3.84406 5.80844
H -1.35883 -5.54556 5.53849
H 0.08643 -4.46354 5.83128
C -4.77368 -5.84030 -3.05863
O -4.53932 -6.96329 -3.54261
N -5.82149 -5.50097 -2.31532
C -6.00465 -4.19965 -1.75885
C -6.86551 -6.41677 -1.96060
H -4.22158 -4.91964 -3.30311
H -5.90017 -4.10437 -0.67806
H -6.98704 -3.80400 -2.01666
H -5.33780 -3.51298 -2.28029
H -7.01485 -6.49174 -0.88349
H -7.85730 -6.18401 -2.34824
H -6.63297 -7.38409 -2.40593
C 7.46416 0.64329 -5.21018
O 8.42501 0.65856 -5.90934
N 7.00765 1.66994 -4.50311
C 5.85557 1.45100 -3.62302
C 7.56148 2.96813 -4.65883
H 6.75437 -0.18236 -5.04674
H 5.65596 0.38458 -3.51821
H 4.97261 1.94896 -4.02366
H 6.09163 1.76167 -2.60524
H 8.42132 3.04150 -5.32469
H 6.80283 3.71001 -4.90818
H 8.06606 3.36433 -3.77762
C -2.22667 3.28080 -7.00195
O -1.74609 4.31081 -7.52060
N -3.47386 3.13281 -6.62729
C -3.91091 1.83514 -6.13632
C -4.45734 4.19757 -6.66378
H -1.67706 2.36408 -6.73783
H -4.99244 1.73355 -6.22618
H -3.54635 1.82173 -5.10917
H -3.50986 0.91337 -6.55773
H -4.02728 5.16484 -6.92370
H -5.24382 3.92554 -7.36773
H -4.82354 4.30287 -5.64256
C -5.32720 1.98520 3.48967
O -5.63518 2.78437 4.39028
N -6.32497 1.51127 2.67344
C -5.98228 0.85966 1.42181
C -7.68186 1.90965 2.82149
H -4.30840 1.63564 3.26154
H -5.01127 0.37382 1.51769
H -5.79743 1.39226 0.48892
H -6.72202 0.10926 1.14290
H -7.83348 2.43620 3.76376
H -7.92324 2.50391 1.94018
H -8.32847 1.04340 2.96154
C 2.26602 -5.52399 -7.98781
O 2.91135 -6.58204 -8.13918
N 1.55142 -5.22924 -6.87737
C 0.88894 -3.94530 -6.77052
C 1.50132 -6.08625 -5.74912
H 2.26007 -4.73523 -8.75595
H 1.10779 -3.37709 -5.86646
H -0.18508 -4.12736 -6.73238
H 0.99938 -3.35024 -7.67707
H 1.91365 -5.58316 -4.87447
H 0.46311 -6.24429 -5.45716
H 1.99933 -7.03886 -5.92973
C 1.54617 -0.82884 8.67301
O 0.50222 -0.85249 9.32636
N 1.71520 -0.11594 7.54250
C 0.54513 0.54896 6.97340
C 3.01107 -0.02311 6.94387
H 2.41851 -1.47101 8.87005
H -0.39510 0.46358 7.51819
H 0.24500 0.10909 6.02234
H 0.66507 1.63213 6.95220
H 3.54140 0.92864 6.97549
H 3.66546 -0.80641 7.32639
H 2.92271 -0.28677 5.88994
C 0.39551 8.25261 4.57473
O -0.08848 9.24563 5.10071
N -0.30973 7.07551 4.52568
C 0.47719 5.87562 4.20074
C -1.59883 6.89518 5.16001
H 1.41883 8.18742 4.17379
H 1.07370 6.21720 3.35481
H -0.16085 5.05413 3.87491
H 1.14676 5.56110 5.00128
H -1.86342 7.84436 5.62602
H -2.41102 6.80833 4.43827
H -1.61195 6.02447 5.81559
C 6.32455 -0.05671 1.47759
O 7.06224 -0.82563 0.95486
N 6.75213 1.04163 2.07668
C 5.76912 1.97631 2.71062
C 8.09570 1.61391 2.06615
H 5.25919 -0.26248 1.66436
H 4.76720 1.58702 2.89141
H 5.67346 2.85290 2.06988
H 6.22597 2.26521 3.65715
H 8.40536 1.95498 3.05403
H 8.88860 0.96716 1.69046
H 8.21449 2.43908 1.36397
```



(2)
Molecular formula: C28H64N4O12S2
Method: DFT, ωB97M-V/def2-TZVPD

* relative energy (zero: lowest compared OMol25 entry of this formula, charge and spin): 6.1 kcal/mol
* molar mass: 712.97 g/mol

```
110
C28H64N4O12S2 (ωB97M-V/def2-TZVPD)
C -4.14574 -1.48532 3.70457
S -2.77069 -2.22454 2.79305
O -2.39169 -1.20747 1.77267
C -1.56722 -2.01689 4.11855
H -4.04858 -1.69115 4.76975
H -5.11473 -1.82139 3.34076
H -4.10012 -0.40433 3.56099
H -0.60887 -2.37355 3.73136
H -1.87087 -2.56411 5.00592
H -1.40421 -0.94779 4.26661
C 0.23142 -5.63298 1.61929
S 0.78127 -5.89506 3.30729
O 1.40283 -4.63120 3.76489
C -0.90189 -6.01582 4.01278
H -0.19701 -6.57939 1.27162
H 1.08218 -5.42144 0.97417
H -0.52227 -4.85335 1.51775
H -0.76854 -5.50299 4.96645
H -1.22422 -7.04472 4.13522
H -1.61379 -5.45197 3.41222
C 1.63755 3.61167 1.54022
O 0.50280 3.27576 1.82409
N 2.16018 3.57169 0.30068
C 3.51431 3.97898 -0.01160
C 1.41943 3.03578 -0.82265
H 2.37607 3.89493 2.31148
H 4.09598 3.09343 -0.28908
H 3.99784 4.43828 0.85077
H 3.53168 4.69407 -0.83379
H 0.34412 3.07531 -0.65181
H 1.61733 3.67839 -1.68130
H 1.70682 1.99897 -0.99721
C 1.61689 2.87806 -4.28388
O 2.45858 3.54998 -4.85993
N 0.29820 2.91215 -4.56616
C -0.20927 3.80501 -5.57619
C -0.59632 1.91135 -4.02945
H 1.90626 2.13547 -3.52882
H -0.18912 3.30951 -6.55507
H 0.36714 4.72319 -5.60927
H -1.25628 4.05576 -5.39492
H -0.08126 1.25109 -3.33684
H -1.38328 2.39798 -3.44036
H -1.06546 1.36755 -4.85068
C -3.09971 -4.45335 -4.03279
O -2.12698 -4.08770 -3.40989
N -4.25064 -4.91436 -3.47973
C -4.46227 -4.87422 -2.05024
C -5.29643 -5.46624 -4.27815
H -3.13698 -4.42991 -5.13315
H -5.23140 -4.12849 -1.83123
H -3.53537 -4.61936 -1.54596
H -4.80030 -5.83764 -1.66285
H -5.13251 -5.33935 -5.34965
H -5.43251 -6.54234 -4.12531
H -6.26751 -4.99277 -4.09311
C 4.10984 1.20619 -5.60327
O 3.10309 0.54518 -5.43968
N 5.08128 1.34441 -4.67356
C 4.85948 0.82060 -3.33946
C 6.10405 2.35458 -4.81096
H 4.32778 1.78427 -6.51472
H 5.80567 0.39524 -2.99432
H 3.97346 0.20267 -3.33117
H 4.70947 1.66968 -2.65321
H 6.24875 2.65718 -5.84522
H 5.79555 3.24787 -4.24843
H 7.05802 2.02971 -4.39289
O 2.03340 -0.13920 -1.89905
C 1.08736 -0.87736 -2.04051
O 0.10828 -1.06389 -1.16285
C 0.09761 -0.40468 0.11168
C 0.67708 -1.30256 1.17571
C 0.85671 -1.69161 -3.27812
H -0.95827 -0.27141 0.33767
H 0.53658 0.59122 0.14602
H 0.07529 -2.21264 1.25612
H 0.44910 -0.84631 2.14927
H 1.74155 -1.51828 1.16365
H 0.09656 -1.19286 -3.88622
H 0.47163 -2.69656 -3.11748
H 1.77245 -1.73419 -3.86296
O -2.90109 2.97040 1.67481
C -3.78608 2.31714 1.19045
O -5.00790 2.20190 1.74904
C -5.16390 2.74242 3.05999
C -5.67403 4.17711 2.99371
C -3.59051 1.43747 -0.00230
H -4.21072 2.69446 3.58837
H -5.86348 2.10651 3.60657
H -4.88125 4.75570 2.51783
H -5.89705 4.55831 3.98730
H -6.55908 4.22728 2.36123
H -2.99287 0.58870 0.33307
H -2.95589 1.97267 -0.71480
H -4.44889 1.13396 -0.59554
O 4.23802 2.43087 6.44465
C 3.39840 1.58450 6.25666
O 3.13712 1.04633 5.06407
C 4.02359 1.44339 4.00081
C 3.70959 0.60234 2.80170
C 2.47275 1.09593 7.33758
H 5.04592 1.25757 4.34413
H 3.94985 2.51608 3.82863
H 2.71983 0.94001 2.47698
H 3.53438 -0.44740 3.05373
H 4.51150 0.58362 2.07041
H 3.02064 1.23418 8.26391
H 2.15830 0.06830 7.15992
H 1.54626 1.66985 7.33897
```